Entry 1:
ORCA calculation (ωB97M-V/def2-TZVPD) on an isolated molecule of C5H5FO2 in a non-equilibrium geometry.

Values from the calculation:
Electronic energy in eV: -12075.995
HOMO level in eV: -9.9
ΔE to the lowest compared entry with this formula, charge and spin in eV: 1.894
Charge: 0
LUMO level in eV: 0.24
Gap between HOMO and LUMO in eV: 10.1
SMILES: O=C[C@@H]1C[C@]1(F)C=O

Structure (XYZ):
```
13
C5H5FO2 | the Open Molecules 2025 dataset | ωB97M-V/def2-TZVPD
C -0.4292 0.8570 0.3264
C -1.7239 0.2728 0.0592
C 0.5762 -1.5277 -0.0692
C 0.7905 0.9513 -0.5772
C 0.7720 -0.1375 0.4563
O -0.1371 -1.8909 -0.9403
O -2.5795 0.1237 0.8981
F 1.6055 0.0276 1.4848
H -0.5390 1.5587 1.0706
H -1.6771 -0.2414 -0.9095
H 1.2542 -2.2425 0.2776
H 0.5612 0.5687 -1.5491
H 1.5263 1.6802 -0.5277
```

Entry 2:
ORCA calculation (ωB97M-V/def2-TZVPD) on a cluster of 8 separate species, C11H38N4O8 in total in a non-equilibrium geometry.

Values from the calculation:
Electronic energy in eV: -34360.084
HOMO level in eV: -8.9
ΔE to the lowest compared entry with this formula, charge and spin in eV: 6.439
Charge: 0
LUMO level in eV: 0.24
Gap between HOMO and LUMO in eV: 9.2
SMILES: NC(N)=O.NC(N)=O.CCO.CCO.CCO.CO.CO.CO

Structure (XYZ):
```
61
C11H38N4O8 | the Open Molecules 2025 dataset | ωB97M-V/def2-TZVPD
C 20.8164 17.1830 -17.8638
C 20.2365 16.4497 -19.0239
O 19.8427 15.1291 -18.6781
H 21.3993 17.9689 -18.2480
H 21.4533 16.5146 -17.2773
H 20.0671 17.4993 -17.1488
H 20.9118 16.4058 -19.8679
H 19.4476 17.0611 -19.4264
H 19.3463 14.8078 -19.4203
C 13.8719 15.0367 -19.4146
C 12.8119 14.2852 -18.7292
O 13.5149 13.1679 -18.2166
H 13.5285 16.0358 -19.8179
H 14.1701 14.5168 -20.3162
H 14.7172 15.3279 -18.8413
H 12.0387 13.8323 -19.4204
H 12.3984 14.7672 -17.8501
H 13.0538 12.7474 -17.4996
C 14.6393 15.7474 -24.4075
C 13.7495 15.4854 -23.1541
O 13.4231 14.1351 -22.8417
H 14.0837 15.6544 -25.3265
H 15.4588 15.0087 -24.4744
H 14.9276 16.7511 -24.2549
H 12.7950 15.9413 -23.3756
H 14.2146 15.9606 -22.3000
H 14.2691 13.6417 -22.8069
C 16.4846 12.4089 -22.9397
O 17.4743 12.9565 -23.7925
N 15.8276 13.0004 -22.0233
N 16.0907 11.1614 -23.1297
H 16.1674 13.8975 -21.6365
H 15.2195 12.5124 -21.2679
H 16.7421 10.6034 -23.7284
H 15.1912 10.7421 -22.7070
C 20.6627 12.6194 -21.4574
O 20.6219 13.9671 -21.0450
N 21.3815 11.7490 -20.8391
N 19.8101 12.0420 -22.3044
H 21.9800 12.0505 -20.0995
H 21.2207 10.7499 -21.0668
H 19.2186 12.6138 -22.8874
H 19.8998 11.0506 -22.5652
C 17.0907 13.1906 -19.0375
O 17.3413 11.9223 -18.3945
H 17.2824 14.0176 -18.4186
H 16.1599 13.2339 -19.5323
H 17.7899 13.2998 -19.7970
H 17.4709 11.2345 -19.0898
C 17.0875 18.7419 -20.6258
O 16.0262 18.5319 -21.5430
H 17.1740 17.9893 -19.7857
H 17.1194 19.7856 -20.1482
H 18.0381 18.7216 -21.2009
H 15.2828 18.9204 -21.0506
C 17.9381 15.6558 -22.0616
O 16.7082 15.5152 -21.3302
H 18.7419 15.7688 -21.3856
H 18.0247 16.5395 -22.7081
H 18.1327 14.8060 -22.5800
H 16.2274 16.2685 -21.5028
```

Entry 3:
ORCA calculation (ωB97M-V/def2-TZVPD) on a structure of composition CH11NO4 in a non-equilibrium geometry.

Values from the calculation:
Electronic energy in eV: -10893.002
HOMO level (alpha / beta) in eV: -4.1 / -4.0
Multiplicity: 2
ΔE to the lowest compared entry with this formula, charge and spin in eV: 2.129
Charge: -1
LUMO level (alpha / beta) in eV: 3.35 / 0.69
Gap between HOMO and LUMO (alpha / beta) in eV: 7.4 / 4.7

Structure (XYZ):
```
17
CH11NO4 | the Open Molecules 2025 dataset | ωB97M-V/def2-TZVPD
N 1.3713 -1.0791 0.9528
C 0.8729 0.1258 1.5827
O -2.3720 -0.6717 -0.7556
H 1.9275 -1.0445 0.1268
H 1.7458 -1.6929 1.6599
H 0.2139 0.6347 0.8824
H 0.2454 -0.0347 2.4583
H 1.6076 0.8980 1.8671
H -2.1761 0.4082 -0.2471
H -2.5400 2.0375 0.3657
O -1.7943 1.4388 0.3096
H 0.6078 -0.3934 -1.6030
H -3.0121 -0.5171 -1.4521
O 1.6620 0.8664 -0.9688
H -0.6989 -1.2546 -1.5968
H 2.1751 1.4150 -1.5502
O 0.1641 -1.1362 -2.0317
```

Entry 4:
ORCA calculation (ωB97M-V/def2-TZVPD) on a structure of composition C29H28F3N5O4S2SiTc in a non-equilibrium geometry.

Values from the calculation:
Electronic energy in eV: -86060.514
HOMO level in eV: -10.9
Charge: +1
LUMO level in eV: -3.81
Gap between HOMO and LUMO in eV: 7.1

Structure (XYZ):
```
73
C29H28F3N5O4S2SiTc | the Open Molecules 2025 dataset | ωB97M-V/def2-TZVPD
Tc -0.3279 0.3950 -0.0713
F -2.1349 6.3980 -0.0102
C -2.2191 5.0952 -0.2908
F -3.3956 4.6636 0.1950
F -2.2995 4.9893 -1.6249
C -1.0579 4.3268 0.2811
C -0.1993 4.8953 1.2038
C 0.8865 4.1619 1.6791
C 1.0579 2.8646 1.2338
N 0.2171 2.3047 0.3742
C -0.8374 2.9987 -0.1038
S -1.7719 2.0194 -1.1424
H -0.3738 5.9017 1.5512
H 1.5702 4.5955 2.3902
H 1.8723 2.2361 1.5657
N -2.0083 -1.2123 -0.1457
N -2.0796 -2.5694 0.2275
C -1.1245 -3.4858 -0.1094
N -1.4460 -4.7756 0.1078
S 0.3401 -3.0815 -0.7424
H -2.4994 -0.6689 0.5727
H -2.4827 -1.0599 -1.0452
H -3.0138 -2.9222 0.4095
H -2.2620 -5.0549 0.6284
H -0.7030 -5.4485 0.0112
O -1.4064 0.6773 1.8350
C -0.4573 0.1297 2.4502
O 0.4712 -0.3818 1.7714
C -0.3864 0.0652 3.9281
C -1.5115 0.2732 4.7221
C -1.4205 0.1450 6.0991
C -0.2074 -0.1623 6.6935
C 0.9170 -0.3302 5.8924
C 0.8397 -0.2293 4.5137
N 2.1937 -0.6580 6.4993
O 2.2060 -0.8748 7.6870
O 3.1565 -0.6998 5.7669
H -2.4519 0.5212 4.2500
H -2.3028 0.2761 6.7059
H -0.1156 -0.2601 7.7657
H 1.7149 -0.3911 3.9017
C 0.4865 1.2443 -3.9914
Si 0.3344 -0.4970 -3.2213
C 1.6167 -1.8066 -3.7405
C -1.4315 -1.1899 -3.3891
C -2.5445 -0.3444 -3.4237
C -3.8032 -0.8222 -3.7433
C -3.9805 -2.1664 -4.0296
C -2.8958 -3.0268 -3.9708
C -1.6359 -2.5468 -3.6560
H 0.8514 1.1643 -5.0119
H 1.1633 1.8952 -3.4464
H -0.4741 1.7487 -4.0391
H 1.3622 -2.1981 -4.7230
H 1.6282 -2.6440 -3.0454
H 2.6271 -1.4090 -3.7916
H -2.4258 0.7052 -3.2065
H -4.6365 -0.1377 -3.7903
H -4.9565 -2.5357 -4.3031
H -3.0235 -4.0757 -4.1918
H -0.8019 -3.2294 -3.6190
C 1.2014 -0.0477 -1.0519
C 2.5965 -0.2273 -1.0797
C 3.4511 0.3672 -2.0242
C 4.8201 0.2881 -1.8788
C 5.3749 -0.4090 -0.8144
C 4.5457 -1.0362 0.1064
C 3.1752 -0.9456 -0.0116
H 3.0271 0.9070 -2.8556
H 5.4600 0.7706 -2.6026
H 6.4471 -0.4596 -0.7037
H 4.9765 -1.5919 0.9254
H 2.5140 -1.4134 0.7006
```

Entry 5:
ORCA calculation (ωB97M-V/def2-TZVPD) on a cluster of 2 separate species, C18H31BF2NO5 in total.

Values from the calculation:
Electronic energy in eV: -37002.144
HOMO level in eV: -11.7
Charge: +1
LUMO level in eV: -3.28
Gap between HOMO and LUMO in eV: 8.5

Structure (XYZ):
```
58
C18H31BF2NO5 | the Open Molecules 2025 dataset | ωB97M-V/def2-TZVPD
C -2.6566 -1.6832 -0.4567
C -2.1520 -2.9936 0.1844
C -0.7955 -3.4765 -0.3780
C 0.2081 -3.9760 0.6767
C 1.6619 -3.5750 0.4279
C 1.9019 -2.0482 0.4287
C 2.7542 -1.5678 -0.7026
C 2.2833 -1.0609 -1.8426
F 0.9735 -0.9045 -2.0605
C 3.1226 -0.6094 -2.9753
O 2.6481 -0.2053 -4.0045
C 4.5883 -0.6955 -2.7390
F 5.3139 -0.2535 -3.7509
C 5.1348 -1.1880 -1.6258
B 6.7196 -1.2207 -1.4556
O 7.4153 -2.3663 -1.2893
O 7.4028 -0.0286 -1.4956
C 7.5540 0.5992 -0.2187
C 4.2340 -1.6877 -0.5668
O 4.7018 -2.2156 0.4276
H -3.5706 -1.8315 -1.0309
H -2.8846 -0.9253 0.2977
H -1.9239 -1.2475 -1.1372
H -2.8985 -3.7617 -0.0071
H -2.0724 -2.8535 1.2609
H -0.9818 -4.2915 -1.0785
H -0.3650 -2.6733 -0.9726
H -0.0898 -3.6410 1.6726
H 0.1621 -5.0657 0.6932
H 2.2593 -3.9905 1.2407
H 2.0298 -4.0453 -0.4845
H 2.4205 -1.7875 1.3502
H 0.9613 -1.4971 0.4103
H 6.8663 -3.1552 -1.2274
H 6.5995 0.6699 0.3101
H 8.2674 0.0488 0.3952
H 7.9306 1.6046 -0.3870
C -5.5938 3.0094 1.4562
N -4.1716 3.4675 1.6075
C -3.7757 3.2745 3.0375
C -4.0781 4.9175 1.2727
C -3.2071 2.6533 0.7720
C -3.3315 2.7858 -0.7259
O -4.6122 2.3345 -1.1342
H -6.1722 3.4576 2.2611
H -5.9760 3.3309 0.4967
H -5.6215 1.9267 1.5289
H -4.4402 3.8618 3.6646
H -2.7491 3.6070 3.1681
H -3.8629 2.2196 3.2837
H -4.4233 5.0727 0.2557
H -3.0447 5.2392 1.3778
H -4.7136 5.4693 1.9604
H -3.3529 1.6167 1.0742
H -2.2093 2.9727 1.0704
H -2.5531 2.1573 -1.1677
H -3.1557 3.8138 -1.0568
H -4.6800 2.4125 -2.0916
```

Entry 6:
ORCA calculation (ωB97M-V/def2-TZVPD) on a structure of composition C62H63F6HgN2O6P2S2 in a non-equilibrium geometry.

Values from the calculation:
Electronic energy in eV: -141308.894
HOMO level (alpha / beta) in eV: -2.2 / -2.2
Multiplicity: 2
Charge: -2
LUMO level (alpha / beta) in eV: 3.73 / 3.73
Gap between HOMO and LUMO (alpha / beta) in eV: 5.9 / 5.9

Structure (XYZ):
```
144
C62H63F6HgN2O6P2S2 | the Open Molecules 2025 dataset | ωB97M-V/def2-TZVPD
Hg -0.4295 -0.3004 -1.1641
O 1.2803 0.1006 2.7715
C 1.6697 1.3945 2.9834
C 1.7307 1.8948 4.2818
C 2.1616 3.1860 4.5156
C 2.5535 3.9820 3.4585
C 2.4309 3.5122 2.1627
C 1.9505 2.2335 1.8863
P 1.7625 1.6013 0.1414
C 3.5259 1.0687 0.0753
C 3.7594 -0.2804 0.3439
C 5.0574 -0.7580 0.4478
C 6.1321 0.0984 0.2609
C 5.9048 1.4372 -0.0342
C 4.6083 1.9253 -0.1080
C 1.7492 3.2008 -0.7632
C 2.4461 3.3274 -1.9655
C 2.4019 4.5140 -2.6830
C 1.6665 5.5918 -2.2157
C 0.9303 5.4600 -1.0455
C 0.9625 4.2714 -0.3333
C 1.7282 -0.8544 3.6638
C 2.9630 -0.7227 4.2980
C 3.4016 -1.6959 5.1753
C 2.6003 -2.7942 5.4441
C 1.3864 -2.9276 4.7938
C 0.9354 -1.9867 3.8656
P -0.6418 -2.2041 2.8996
C -0.5954 -4.0602 2.9778
C -1.6092 -4.8276 3.5362
C -1.4703 -6.2058 3.6498
C -0.3163 -6.8310 3.2109
C 0.6990 -6.0737 2.6416
C 0.5569 -4.7040 2.5221
C -1.8582 -1.9232 4.2658
C -1.5831 -1.6662 5.6031
C -2.6154 -1.3884 6.4919
C -3.9314 -1.3709 6.0537
C -4.2158 -1.6224 4.7171
C -3.1857 -1.8821 3.8295
H 1.4428 1.2616 5.1101
H 2.2044 3.5586 5.5315
H 2.9492 4.9737 3.6403
H 2.7221 4.1564 1.3443
H 2.9167 -0.9598 0.4253
H 5.2347 -1.8103 0.6318
H 7.1446 -0.2836 0.3144
H 6.7418 2.1052 -0.2006
H 4.4485 2.9723 -0.3319
H 3.0177 2.4912 -2.3481
H 2.9474 4.5882 -3.6162
H 1.6478 6.5258 -2.7648
H 0.3261 6.2838 -0.6848
H 0.3620 4.1712 0.5577
H 3.5914 0.1322 4.0919
H 4.3614 -1.5834 5.6646
H 2.9241 -3.5486 6.1504
H 0.7679 -3.7863 5.0142
H -2.5224 -4.3624 3.8766
H -2.2794 -6.7879 4.0746
H -0.2075 -7.9050 3.3090
H 1.6007 -6.5474 2.2736
H 1.3401 -4.1291 2.0457
H -0.5621 -1.6717 5.9640
H -2.3876 -1.1746 7.5302
H -4.7334 -1.1511 6.7483
H -5.2392 -1.5940 4.3635
H -3.3913 -2.0309 2.7737
F -1.4476 -5.1798 -4.2527
C -1.7861 -3.9510 -3.8367
F -1.3291 -3.0737 -4.7299
F -3.1319 -3.8823 -3.8711
S -1.2057 -3.6710 -2.0811
O -1.5408 -2.2582 -1.8818
O -2.0710 -4.6100 -1.4226
N 0.2853 -4.0387 -2.0434
S 1.4352 -2.8129 -2.0071
O 2.7017 -3.4731 -1.6858
O 1.0392 -1.9753 -0.7402
C 1.8599 -3.0185 -4.3595
F 1.3431 -2.0096 -5.0801
F 1.2589 -4.1484 -4.7840
F 3.1607 -3.1255 -4.6957
C 4.7074 -0.7656 -2.8725
C 3.6692 0.1549 -3.4567
C 4.0179 0.9785 -4.5271
C 3.0690 1.8498 -5.0405
C 3.4132 2.7559 -6.1977
C 1.7844 1.8723 -4.5221
C 1.3429 0.9710 -3.5174
C 2.3791 0.1831 -2.9581
N 0.0706 0.8756 -3.0404
C -1.1589 1.3401 -3.7347
C -1.8882 2.2981 -2.7825
C -1.0427 2.0617 -5.0930
C -2.0172 0.1057 -4.0358
H 5.3766 -1.1160 -3.6609
H 4.2482 -1.6344 -2.4010
H 5.3086 -0.2401 -2.1284
H 5.0165 0.9312 -4.9505
H 4.4921 2.9039 -6.2699
H 2.9307 3.7314 -6.1007
H 3.0675 2.3162 -7.1372
H 1.1340 2.6352 -4.9047
H 2.1407 -0.4733 -2.1349
H -1.1988 3.0863 -2.4643
H -2.2343 1.7663 -1.8935
H -2.7495 2.7636 -3.2711
H -0.6919 3.0886 -4.9845
H -2.0503 2.1172 -5.5101
H -0.4206 1.5114 -5.7967
H -2.2512 -0.4505 -3.1319
H -1.4654 -0.5502 -4.7095
H -2.9558 0.3877 -4.5166
C -4.6142 -1.5968 -1.4456
C -5.4337 -0.3133 -1.3953
C -5.3139 0.4800 -2.7024
C -5.1313 0.5987 -0.2148
C -6.2465 1.2290 0.3223
C -6.1759 2.1068 1.3908
C -4.9300 2.2996 1.9635
C -3.7809 1.6920 1.4771
C -2.5099 1.9779 2.2483
C -1.5123 2.7833 1.4203
C -1.8686 0.7013 2.7775
C -3.8107 0.8696 0.2990
O -2.7311 0.4325 -0.2857
H -4.8357 -2.1603 -2.3553
H -4.8497 -2.2355 -0.5895
H -3.5559 -1.3796 -1.4197
H -6.4850 -0.6111 -1.2989
H -4.3245 0.9261 -2.7740
H -6.0578 1.2805 -2.7283
H -5.4691 -0.1706 -3.5686
H -7.2177 1.0210 -0.1209
H -7.0587 2.6028 1.7767
H -4.8429 2.9573 2.8247
H -2.7932 2.5898 3.1125
H -1.2014 2.1966 0.5536
H -0.6343 3.0299 2.0249
H -1.9733 3.7070 1.0616
H -1.4855 0.1158 1.9425
H -2.6029 0.1023 3.3182
H -1.0402 0.9258 3.4558
```

- Which formula does entry 3 have?
  CH11NO4

- Which value of charge does entry 3 give?
  -1